The following is a quantum chemistry calculation of a molecular structure, C17H24BFeN4O9S, from the OMol25 dataset.

Each line ends with the Mulliken charge.
Element x y z (Å)
H (-3.1256, -0.5182, -2.2926)  0.235
H (0.0429, 3.9753, -2.4288)  0.269
H (0.7918, 3.6972, 2.7955)  0.460
C (2.8083, -2.2846, 1.7394)  -0.713
H (1.0352, 5.1993, 1.8851)  0.432
C (-0.8093, -5.2091, 0.6788)  -0.878
C (-0.3974, -4.0222, 0.1241)  0.710
C (0.7462, -3.9570, -0.6804)  0.592
N (-0.0542, 3.5630, -1.5129)  0.084
C (-0.2430, 2.1662, -1.4983)  0.184
H (3.7794, -1.9543, 1.3755)  0.302
H (2.5219, 3.9591, 0.2726)  0.261
N (-4.1797, -1.0585, -0.0549)  -0.191
C (1.0760, -6.2827, -0.4128)  -0.452
C (-2.9161, -0.5697, -0.2571)  0.708
O (-2.1764, -0.4412, 0.7262)  -0.579
O (-0.9367, -2.7805, 0.2017)  -0.229
S (1.9049, -0.8541, 2.2401)  1.313
H (2.3819, -5.0017, -1.5903)  0.434
H (-1.6233, 0.0733, -1.6695)  -0.019
N (-0.3700, 1.5730, -0.2922)  -0.366
C (0.9868, 4.1109, 1.8053)  -1.373
Fe (-0.2202, -0.2237, 0.6716)  0.144
H (-2.7569, 4.3825, -0.2141)  0.268
C (-0.3591, 2.2592, 0.8584)  0.458
N (-2.5820, -0.2122, -1.5080)  -0.152
O (0.9744, -2.6642, -1.0504)  -0.659
C (-2.7837, 3.9874, 0.8047)  -1.061
H (-5.9718, -1.8714, -0.6836)  0.361
H (3.1246, 3.8145, 1.9218)  0.485
H (-5.3318, -0.6351, -1.7564)  0.296
C (-1.5114, 4.3358, 1.5691)  -1.344
H (2.2708, -2.8016, 0.9552)  0.062
C (1.4966, -5.0678, -0.9718)  -1.007
H (-0.3353, -7.3007, 0.8191)  0.361
C (-5.0559, -1.4794, -1.1202)  -1.070
H (-4.6199, -2.2642, -1.7490)  0.318
H (-3.6587, 4.4111, 1.2997)  0.487
C (-0.2317, 3.7675, 0.9304)  2.772
H (-1.6838, -5.2549, 1.3141)  0.452
H (-1.5647, 3.9336, 2.5819)  0.420
H (-2.9248, 2.9058, 0.7455)  0.114
O (0.0805, 5.6066, -0.5783)  -0.684
O (-0.4604, 1.5926, 1.8992)  -0.807
O (1.8202, 0.0237, 1.0475)  -0.659
B (-0.0015, -1.8440, -0.4455)  0.464
C (-0.0501, 4.4054, -0.4365)  -0.108
H (2.9242, -2.9225, 2.6134)  0.347
O (-0.3095, 1.5793, -2.5658)  -0.785
H (-1.3919, 5.4192, 1.6328)  0.478
O (2.6559, -0.2863, 3.3328)  -0.688
C (2.2970, 3.5513, 1.2620)  -1.052
H (-4.2824, -1.4842, 0.8500)  0.280
H (2.2653, 2.4617, 1.1925)  0.141
C (-0.0440, -6.3479, 0.3941)  -0.527
O (0.5395, -1.3109, 2.5350)  -0.657
H (1.6446, -7.1832, -0.6084)  0.366

Force components x, y, z for each atom (eV/Å):
0.01 0.02 -0.02
0.00 0.03 0.02
-0.01 0.00 0.00
0.17 -0.10 0.01
-0.01 0.00 0.01
-0.04 -0.16 0.00
0.12 0.51 -0.58
-0.12 0.04 0.05
0.01 -0.02 -0.02
-0.06 -0.01 0.23
0.01 -0.01 0.03
0.00 0.00 0.00
-0.01 0.04 -0.04
0.18 0.05 -0.14
-0.12 -0.10 0.28
-0.45 0.06 -0.04
0.13 -0.66 -0.14
0.14 0.25 0.06
0.00 0.02 -0.01
0.13 0.04 -0.06
0.15 -0.10 -0.40
0.07 0.01 -0.03
0.64 0.77 0.14
0.00 0.00 0.01
-0.06 -0.07 0.21
-0.02 -0.03 -0.04
0.21 -0.11 -0.35
0.01 -0.01 -0.02
-0.01 0.01 -0.01
0.00 0.00 0.00
0.00 0.00 0.01
-0.04 0.01 -0.01
-0.03 -0.02 -0.05
0.02 -0.15 0.05
-0.01 0.01 0.01
-0.01 -0.02 -0.03
0.01 0.00 0.01
0.00 0.00 0.00
0.01 -0.01 -0.01
0.00 0.00 0.00
0.01 0.00 0.01
0.01 0.00 0.00
-0.01 0.01 -0.01
0.01 0.21 -0.09
0.02 0.06 -0.18
-0.50 -0.50 1.06
0.00 0.01 -0.01
0.00 0.00 -0.01
-0.01 0.02 -0.05
0.01 0.00 0.02
-0.11 -0.03 0.07
-0.01 -0.01 -0.01
0.03 -0.02 0.00
0.00 0.01 0.00
-0.20 0.02 0.14
-0.25 -0.07 -0.08
0.01 0.00 -0.01

Calculated values
- orbital gap (spin up / spin down) (eV) = 7.4 / 7.4
- multiplicity = 1
- strongest force on any atom (eV/Å) = 1.3
- net charge = -1
- LUMO energy (spin up / spin down) (Ha) = 0.092 / 0.092
- electronic energy (eV) = -88312.5223